Record 1
Computed, not measured: a cluster of 2 separate species, C2H4N2S in total, with ωB97M-V with the def2-TZVPD basis set.

Results
ΔE to the lowest compared entry with this formula, charge and spin = 4.1168 eV

The geometry in ORCA input format:
```
! RIJCOSX wB97M-V def2-TZVPD def2/J DEFGRID3
* xyz 0 1
C 1.959 -0.153 -0.512
C 1.202 -0.150 0.568
N -3.106 -0.088 -0.196
N -2.186 -0.629 0.284
S -0.056 1.004 0.814
H 2.796 -0.744 -0.839
H 1.637 0.755 -0.974
H 1.269 -0.790 1.375
H -3.514 0.796 -0.520
*
```

Record 2
Computed, not measured: the ion C4H8O2S2 with charge +1, with ωB97M-V with the def2-TZVPD basis set.

Results
ΔE to the lowest compared entry with this formula, charge and spin = 0.3092 eV

The geometry in ORCA input format:
```
! RIJCOSX wB97M-V def2-TZVPD def2/J DEFGRID3
* xyz 1 2
C -0.851 -1.182 -0.500
C 0.033 -2.225 -1.084
O 0.088 -2.171 -2.473
O 0.654 -3.139 -0.606
C -0.296 0.240 -0.567
S 1.413 0.470 -0.051
S 1.516 1.014 1.878
C 0.552 2.600 2.004
H -1.814 -1.244 -1.027
H -1.136 -1.532 0.507
H 0.224 -3.076 -2.776
H -0.633 0.656 -1.524
H -0.828 0.822 0.221
H 1.010 3.377 1.407
H -0.474 2.515 1.555
H 0.543 2.875 3.038
*
```